The following is a quantum chemistry calculation of a cluster of 11 separate species, C26H71O12 in total at a distorted geometry, from OMol25.

The multiplicity is 1. The value obtained for the frontier orbital gap is 0.33343 Eh. The net charge is -1. The lowest unoccupied orbital energy is 2.5 eV.

Last columns: bonded neighbours and bond lengths (Å).
Cartesian coordinates (Å):
1 H 0.594 2.599 -1.456  C31 1.087
2 H 0.683 -2.645 -2.910  C38 1.141
3 H -2.541 3.182 3.535  C6 1.077
4 H 0.389 4.867 -1.884  C85 1.086
5 C -1.727 -0.156 0.049  C39 1.476, H45 1.094, H69 1.093, H82 1.039
6 C -1.637 3.136 2.951  H3 1.077, H51 1.108, C64 1.476, H74 1.119
7 O -0.174 2.698 0.169  H28 0.966, C31 1.249
8 H 0.950 3.059 2.417  C40 1.048
9 C 1.554 -0.369 2.678  O29 1.239, C66 1.530, C67 1.509, H93 1.076
10 C -1.589 -2.979 2.551  H30 1.101, O47 1.237, C50 1.488, C92 1.472
11 H 0.235 -5.809 1.503  C21 1.101
12 H 2.198 -0.654 -0.450  O86 0.965
13 H 1.619 -3.780 0.872  C98 1.030
14 H 2.325 1.967 -0.174  C57 1.066
15 H -0.244 -2.865 1.269  O47 0.968
16 C 2.645 1.439 -3.438  H41 1.107, O42 1.386, H43 1.090, H95 1.082
17 H 3.441 -1.127 2.153  C66 1.068
18 H 2.767 -5.448 1.501  C78 1.091
19 H 1.058 4.691 2.583  C40 1.011
20 H -3.211 3.533 -3.164  C75 1.049
21 C 0.194 -5.488 0.451  H11 1.101, H53 1.125, H76 1.086, C98 1.543
22 H -1.800 -3.390 -3.551  C79 1.078
23 H 3.408 3.178 -3.162  O42 0.983
24 H 0.829 5.277 -0.130  C85 1.083
25 H 3.434 -2.692 -1.094  C63 1.129
26 H 4.606 -1.910 0.132  C63 1.109
27 H -3.751 1.588 -0.510  C105 1.071
28 H 0.035 1.769 0.006  O7 0.966
29 O 1.758 0.567 1.893  C9 1.239, H71 0.970
30 H -2.221 -2.991 1.649  C10 1.101
31 C 0.645 3.256 -0.591  H1 1.087, O7 1.249, C57 1.554, C85 1.467
32 H 2.926 -2.299 0.581  C63 1.064
33 O -0.647 1.737 -3.350  C35 1.247, H70 0.941
34 H -1.348 -0.863 2.688  C50 1.117
35 C -1.850 2.031 -3.493  O33 1.247, C75 1.554, H94 1.186, C106 1.576
36 H -0.988 4.516 5.317  O52 0.957
37 O 0.634 -0.021 -0.425  C39 1.246
38 C -0.114 -1.992 -3.400  H2 1.141, O56 1.284, C79 1.507, C87 1.520
39 C -0.377 -0.707 -0.178  C5 1.476, O37 1.246, O91 1.256
40 C 0.863 3.846 3.103  H8 1.048, H19 1.011, C64 1.569, H83 1.114
41 H 1.881 1.435 -2.637  C16 1.107
42 O 2.837 2.752 -3.839  C16 1.386, H23 0.983
43 H 3.622 1.028 -3.182  C16 1.090
44 H -2.815 -1.367 3.391  C50 1.080
45 H -2.534 -0.808 0.396  C5 1.094
46 H 1.721 1.029 4.220  C67 1.064
47 O -0.405 -3.060 2.203  C10 1.237, H15 0.968
48 H -1.479 -4.185 4.268  C92 1.074
49 H 0.854 -0.452 4.676  C67 1.040
50 C -1.793 -1.698 3.281  C10 1.488, H34 1.117, H44 1.080, H77 1.089
51 H -1.355 2.118 2.618  C6 1.108
52 O -0.900 4.703 4.383  H36 0.957, C64 1.252
53 H -0.773 -4.942 0.274  C21 1.125
54 H 0.771 -3.321 -0.732  O99 0.984
55 H -1.906 3.908 -2.203  C75 1.078
56 O 0.064 -0.785 -3.000  C38 1.284, H60 0.963
57 C 2.091 3.003 -0.081  H14 1.066, C31 1.554, H58 1.148, H68 1.029
58 H 2.609 3.495 -0.980  C57 1.148
59 H -3.373 1.633 -5.150  C106 1.113
60 H 0.547 -0.846 -2.169  O56 0.963
61 H -1.741 4.191 -3.909  C75 1.079
62 O -3.007 3.259 -0.053  H65 1.028, C105 1.385
63 C 3.557 -1.991 -0.218  H25 1.129, H26 1.109, H32 1.064, O86 1.408
64 C -0.539 3.664 3.784  C6 1.476, C40 1.569, O52 1.252, H102 1.108
65 H -2.052 3.011 0.234  O62 1.028
66 C 2.699 -1.362 2.885  C9 1.530, H17 1.068, H104 1.097, H108 1.090
67 C 1.034 0.265 3.945  C9 1.509, H46 1.064, H49 1.040, H73 1.077
68 H 2.455 3.511 0.737  C57 1.029
69 H -1.617 0.594 0.836  C5 1.093
70 H -0.545 0.822 -3.155  O33 0.941
71 H 1.064 0.493 1.219  O29 0.970
72 H -3.716 1.738 1.270  C105 1.123
73 H 0.132 0.755 3.620  C67 1.077
74 H -1.729 3.810 2.062  C6 1.119
75 C -2.162 3.520 -3.176  H20 1.049, C35 1.554, H55 1.078, H61 1.079
76 H 0.261 -6.274 -0.296  C21 1.086
77 H -1.358 -1.773 4.276  C50 1.089
78 C 2.635 -5.328 0.425  H18 1.091, H81 1.114, H89 1.101, C98 1.448
79 C -1.419 -2.589 -2.939  H22 1.078, C38 1.507, H90 1.063, H103 1.043
80 H -2.134 -5.027 2.999  C92 1.023
81 H 2.623 -6.257 -0.189  C78 1.114
82 H -2.087 0.404 -0.749  C5 1.039
83 H 1.679 3.795 3.859  C40 1.114
84 H 0.862 -1.457 -5.262  C87 1.102
85 C 0.276 4.657 -0.824  H4 1.086, H24 1.083, C31 1.467, H101 1.119
86 O 3.133 -0.730 -0.678  H12 0.965, C63 1.408
87 C -0.049 -1.974 -4.919  C38 1.520, H84 1.102, H107 1.047, H109 1.099
88 H -1.800 2.128 -5.766  C106 1.098
89 H 3.512 -4.708 0.181  C78 1.101
90 H -1.288 -3.138 -2.038  C79 1.063
91 O -0.164 -1.942 -0.102  C39 1.256
92 C -2.087 -4.082 3.389  C10 1.472, H48 1.074, H80 1.023, H96 1.069
93 H 0.699 -0.826 2.211  C9 1.076
94 H -2.456 1.342 -2.742  C35 1.186
95 H 2.261 0.927 -4.311  C16 1.082
96 H -3.049 -3.919 3.826  C92 1.069
97 H -1.955 0.633 -5.161  C106 1.029
98 C 1.416 -4.569 0.242  H13 1.030, C21 1.543, C78 1.448, O99 1.257
99 O 1.408 -4.051 -0.903  H54 0.984, C98 1.257
100 H -4.934 2.533 0.068  C105 1.082
101 H -0.773 4.821 -0.470  C85 1.119
102 H -0.447 2.968 4.641  C64 1.108
103 H -2.173 -1.899 -2.732  C79 1.043
104 H 3.040 -1.310 3.926  C66 1.097
105 C -3.910 2.270 0.300  H27 1.071, O62 1.385, H72 1.123, H100 1.082
106 C -2.281 1.584 -4.942  C35 1.576, H59 1.113, H88 1.098, H97 1.029
107 H -0.880 -1.496 -5.341  C87 1.047
108 H 2.356 -2.390 2.771  C66 1.090
109 H -0.002 -3.022 -5.246  C87 1.099